Version A
Here is C2H5N3O as an isolated structure from the OMol25 dataset. Energies are from the ωB97M-V functional and the def2-TZVPD basis.

Summary:
* total charge: 0
* Kohn-Sham gap: 10.384 eV

Cartesian coordinates (Å):
O 0.1555 -1.6404 -0.1371
N 0.2366 0.7560 -0.4538
N -2.9335 -0.9194 -0.0549
N -1.4050 1.0280 0.2207
C -2.2385 0.0313 -0.0354
C 0.6538 -0.3904 0.2334
H 1.7226 -0.4488 -0.0356
H -0.0930 0.5061 -1.3800
H -1.6192 1.9777 -0.2236
H -0.8710 -1.7392 -0.0969
H 0.4386 0.1201 1.2642

---

Version B
Here is one molecule with the formula C2H5N3O from the OMol25 dataset. Energies are from the ωB97M-V functional and the def2-TZVPD basis.

Summary:
* total charge: 0
* Kohn-Sham gap (spin up / spin down): 7.977 / 7.384 eV
* SMILES string: [H]/N=C(N)\C=N/O

Cartesian coordinates (Å):
O 2.2648 0.1032 -0.4054
N -1.8694 0.4467 0.0304
N 1.5338 -0.7181 0.4054
N -0.1042 -0.0508 -1.3943
C -0.5994 -0.0097 -0.1488
C 0.3528 -0.2462 0.8925
H 0.5450 -0.8316 -1.5216
H -2.4299 0.4570 -0.8109
H -2.2514 0.5324 0.9593
H 0.0405 -0.5804 1.8832
H 2.5174 0.8974 0.1101

---

Version C
Here is one molecule with the formula C2H5N3O from the OMol25 dataset. Energies are from the ωB97M-V functional and the def2-TZVPD basis.

Summary:
* total charge: 0
* Kohn-Sham gap: 10.514 eV
* SMILES string: [H]/N=C(/N)ON=C

Cartesian coordinates (Å):
O -0.1829 -0.4170 0.0221
N 1.2847 1.4454 -0.0451
N 2.0011 -0.7581 -0.1321
N -1.2396 0.5023 0.0180
C -2.3257 -0.1399 -0.0671
C 1.0527 0.2290 -0.0480
H -2.3927 -1.2248 -0.1338
H 0.4286 1.9767 0.0318
H 2.9273 -0.4190 0.1674
H -3.2522 0.4201 -0.1074
H 1.6986 -1.6148 0.2942

---

Stability check: which of them is least stable? version B.

---

Version A
Here is one molecule with the formula C2H5N3O from the OMol25 dataset. Energies are from the ωB97M-V functional and the def2-TZVPD basis.

Summary:
* total charge: 0
* Kohn-Sham gap (spin up / spin down): 9.062 / 9.061 eV
* SMILES string: C/C=N/N=[NH+]\[O-]

Cartesian coordinates (Å):
O 1.0332 1.3882 -0.2007
N 0.6079 -0.8553 0.4184
N 2.0836 0.6753 -0.0459
N 1.8956 -0.5709 0.2382
C -0.3153 -0.4011 -0.3594
C -1.7515 -0.2572 0.1779
H -2.4865 -1.0031 -0.1931
H 3.0464 0.9751 0.2190
H -0.3032 -0.3914 -1.3918
H -1.6724 -0.2939 1.3284
H -2.1378 0.7344 -0.1910

---

Version B
Here is a 2-piece molecular cluster, C2H5N3O overall from the OMol25 dataset. Energies are from the ωB97M-V functional and the def2-TZVPD basis.

Summary:
* total charge: 0
* Kohn-Sham gap: 8.763 eV

Cartesian coordinates (Å):
O -2.0564 -0.9238 -0.7203
N 1.1432 -0.9223 0.0789
N -0.9109 1.1357 0.0690
N 1.8045 0.1138 -0.5761
C -1.1239 -0.2145 -0.1511
C -0.0409 -1.0971 0.3944
H 2.7144 -0.0008 -1.0196
H -1.8049 1.6206 0.3550
H 0.8585 1.3416 -0.5896
H -0.1796 -2.0281 0.9505
H -0.4040 0.9749 1.2089

---

Stability check: which of them is least stable? version B.

---

Version A
Here is a 2-piece molecular cluster, C2H6N2O overall from the OMol25 dataset. Energies are from the ωB97M-V functional and the def2-TZVPD basis.

Summary:
* total charge: 0
* Kohn-Sham gap: 9.892 eV
* SMILES string: [H]/N=C/N.C=O

Cartesian coordinates (Å):
O 0.2082 -5.9940 0.8782
N -0.8503 2.8134 -0.2986
N 1.0614 2.8407 0.8968
C 0.4888 3.1305 -0.2156
C -0.1559 -5.3566 -0.0640
H 1.8189 3.5165 1.0020
H -0.6615 -5.6053 -1.0044
H -1.7368 3.0341 -0.7082
H -0.0949 -4.2420 0.0310
H 0.9807 3.4231 -1.1464
H -1.0588 2.4397 0.6291

---

Version B
Here is a 2-piece molecular cluster, C2H6N2O overall from the OMol25 dataset. Energies are from the ωB97M-V functional and the def2-TZVPD basis.

Summary:
* total charge: 0
* Kohn-Sham gap: 9.501 eV
* SMILES string: [H]/N=C/N.C=O

Cartesian coordinates (Å):
O 0.0548 2.4449 -0.0247
N -0.4028 -2.6542 -0.7087
N -0.8410 -0.4503 -0.1787
C 0.6102 2.2557 1.0269
C -0.0414 -1.4333 -0.6807
H 1.2917 3.0128 1.4509
H 0.9436 -1.0871 -1.0051
H -1.8046 -0.7134 -0.0413
H 0.4667 1.3295 1.6077
H 0.3501 -3.2228 -1.0829
H -0.6274 0.5182 -0.3635

---

Version C
Here is one molecule with the formula C2H6N2O from the OMol25 dataset. Energies are from the ωB97M-V functional and the def2-TZVPD basis.

Summary:
* total charge: 0
* Kohn-Sham gap: 10.261 eV
* SMILES string: [H]/N=C/NOC

Cartesian coordinates (Å):
O -0.9493 0.1492 -0.8621
N 2.0596 -0.8108 -0.3726
N 0.1243 0.7936 -0.0041
C 1.4228 0.3269 -0.1672
C -1.6875 -0.5706 0.1326
H -0.2480 1.8849 -0.1162
H 2.0589 0.9164 0.4423
H -2.1839 -0.0245 0.8417
H 3.0712 -0.4874 0.1423
H -1.0878 -1.3847 0.5887
H -2.5804 -0.7929 -0.6254

---

Stability check: which of them is least stable? version C.

---

Version A
Here is one molecule with the formula C2H6N2O from the OMol25 dataset. Energies are from the ωB97M-V functional and the def2-TZVPD basis.

Summary:
* total charge: 0
* Kohn-Sham gap: 10.461 eV
* SMILES string: NCC(N)=O

Cartesian coordinates (Å):
O 1.0043 1.2171 0.8968
N 1.1852 -1.3341 -0.6528
N -1.2847 0.9565 0.8674
C 0.0453 -0.3607 -0.5986
C -0.0004 0.6886 0.4866
H 0.1298 0.1023 -1.5927
H -1.4863 1.7028 1.5075
H 1.2598 -1.6281 0.3096
H -2.0605 0.5285 0.3961
H -0.8290 -1.0033 -0.6957
H 2.0365 -0.8695 -0.9242

---

Version B
Here is a 2-piece molecular cluster, C2H6N2O overall from the OMol25 dataset. Energies are from the ωB97M-V functional and the def2-TZVPD basis.

Summary:
* total charge: 0
* Kohn-Sham gap: 9.692 eV

Cartesian coordinates (Å):
O 1.0943 -0.6573 -0.8338
N 1.9476 -0.8962 0.2771
N -0.0363 0.2588 1.3142
C -1.5862 0.5235 -0.6786
C -0.4346 0.1429 0.1680
H -2.3583 1.1126 -0.0776
H 2.8426 -0.5358 0.0605
H -1.1237 1.1101 -1.6112
H 0.8405 -0.2321 1.5757
H 1.8892 -1.8431 0.4487
H -1.9752 -0.3924 -1.2770

---

Stability check: which of them is least stable? version B.

---

Version A
Here is one molecule with the formula C2H6N2O from the OMol25 dataset. Energies are from the ωB97M-V functional and the def2-TZVPD basis.

Summary:
* total charge: 0
* Kohn-Sham gap: 10.398 eV
* SMILES string: C/N=C\NO

Cartesian coordinates (Å):
O -2.2945 0.0371 0.3251
N 1.0269 0.9416 0.0837
N -1.0236 -0.1475 -0.3637
C 1.6214 -0.3620 0.0632
C -0.2390 0.9597 -0.0526
H 2.7606 -0.3069 0.2537
H -0.8351 1.8609 -0.1388
H -0.5953 -0.9378 0.0740
H 1.2382 -0.9529 0.9761
H 1.3746 -0.9903 -0.8533
H -3.0342 -0.1016 -0.3673

---

Version B
Here is a 2-piece molecular cluster, C2H6N2O overall from the OMol25 dataset. Energies are from the ωB97M-V functional and the def2-TZVPD basis.

Summary:
* total charge: 0
* Kohn-Sham gap: 10.031 eV
* SMILES string: [H]/N=C/N.C=O

Cartesian coordinates (Å):
O -2.8555 0.2500 -1.1866
N 1.8882 0.5836 1.3326
N 0.5991 -1.0340 0.2982
C -1.6923 0.6761 -1.2296
C 1.8427 -0.5750 0.6661
H 0.5850 -1.8057 -0.3115
H -1.5120 1.7104 -0.9648
H 2.7415 -1.2237 0.7768
H 2.6167 0.9986 1.8794
H 0.9671 0.8949 1.5723
H -0.8674 -0.0275 -1.4944

---

Stability check: which of them is least stable? version A.

---

Version A
Here is one molecule with the formula C5H9NO from the OMol25 dataset. Energies are from the ωB97M-V functional and the def2-TZVPD basis.

Summary:
* total charge: 0
* Kohn-Sham gap (spin up / spin down): 7.166 / 7.135 eV

Cartesian coordinates (Å):
O -0.7626 2.6722 -0.5059
N -0.1431 -0.9600 0.0029
C -0.1389 1.5814 1.5661
C 1.0020 -1.8547 0.0074
C -0.6922 1.6629 0.2538
C -0.7123 -0.5678 -1.2789
C 0.0561 0.3764 -0.4453
H -1.7969 -0.5112 -1.3206
H 1.6693 -1.7179 -0.8593
H 0.3018 2.4367 2.0787
H -0.2338 -0.9313 -2.1886
H 0.6530 -2.8915 0.0115
H -1.6548 1.0781 0.4725
H 1.0375 0.6891 -0.7943
H -0.1672 0.6251 2.0798
H 1.5819 -1.6877 0.9203

---

Version B
Here is one molecule with the formula C5H9NO from the OMol25 dataset. Energies are from the ωB97M-V functional and the def2-TZVPD basis.

Summary:
* total charge: 0
* Kohn-Sham gap: 10.547 eV
* SMILES string: CC1(C)COC=N1

Cartesian coordinates (Å):
O -2.1099 -0.4615 0.2251
N -0.7001 0.7619 -1.0606
C 1.1097 -0.8663 -0.8234
C -0.8255 -0.6650 0.8388
C -1.8800 0.3925 -0.7980
C 0.1735 0.0862 -0.0813
C 0.9703 1.1359 0.6860
H -0.8654 -0.2434 1.8509
H 1.7285 -0.3064 -1.5316
H -2.7735 0.7029 -1.3320
H 1.5824 1.7227 -0.0052
H -0.6415 -1.7410 0.9023
H 0.2930 1.8206 1.2064
H 1.7688 -1.3857 -0.1174
H 0.5424 -1.6158 -1.3857
H 1.6273 0.6623 1.4256

---

Version C
Here is one molecule with the formula C5H9NO from the OMol25 dataset. Energies are from the ωB97M-V functional and the def2-TZVPD basis.

Summary:
* total charge: 0
* Kohn-Sham gap: 9.456 eV
* SMILES string: C[C@H]1C[C@H]1/C=N\O

Cartesian coordinates (Å):
O -2.6603 -1.1240 -0.2715
N -2.2268 -0.0578 0.5234
C -0.0074 -1.0333 0.2394
C 0.8591 1.6773 -0.2366
C -0.9970 -0.1714 0.8445
C 1.4607 -0.7927 0.1427
C 0.6785 0.1866 -0.6378
H 2.0668 -0.4711 0.9828
H 1.9292 -1.5292 -0.5016
H -0.3640 -2.0436 0.0026
H 1.8068 1.9838 -0.7104
H 0.0951 2.3780 -0.5959
H 0.5484 0.0940 -1.7058
H -0.6450 0.5520 1.5449
H 1.0013 1.8718 0.8349
H -3.6105 -0.9611 -0.2840

---

Stability check: which of them is least stable? version A.